DFT (ωB97M-V with the def2-TZVPD basis set) results for a 14-piece molecular cluster, C97H208BrF9N10O16 overall in a non-equilibrium geometry.

Structure (XYZ):
```
341
Properties=species:S:1:pos:R:3:mulliken_charge:R:1
Br -0.732 -1.601 4.263 -0.575
F 4.951 3.740 -1.869 -0.312
F -3.678 5.693 2.524 -0.293
F -3.583 -2.820 -2.850 -0.259
F -2.755 4.409 4.006 -0.291
F -1.869 -3.027 -1.443 -0.327
F 3.930 3.185 -0.026 0.146
F -3.086 -4.724 -1.946 -0.301
F -4.670 3.932 2.999 -0.301
F 5.702 4.438 0.029 -0.273
O -4.083 -11.532 -7.005 -0.341
O 7.251 2.371 -1.146 -0.010
O -7.321 0.856 6.622 -0.333
O 9.110 2.611 2.562 -0.309
O 6.332 1.674 0.788 0.239
O -3.443 3.809 0.530 -0.460
O -1.394 3.848 1.646 -0.036
O 4.737 -1.804 6.507 -0.416
O -2.263 -4.976 -4.341 -0.329
O -6.565 9.035 -6.563 -0.330
O 2.229 4.473 4.171 0.442
O -1.296 -2.732 -4.254 -0.675
O 2.077 -0.144 -3.808 0.346
O 3.108 -0.796 1.199 -0.394
O -4.895 -6.643 -0.742 -0.277
O -0.529 9.905 3.972 -0.393
N -6.763 7.940 -6.434 0.977
N -2.980 -12.048 -6.998 0.867
N 5.155 4.679 3.917 0.987
N 3.954 -2.672 6.808 0.870
N 0.222 0.217 0.485 1.115
N 9.604 1.700 1.927 0.992
N -1.029 8.073 1.533 0.390
N -4.395 -0.338 5.819 0.517
N 0.696 -0.643 -6.445 0.557
N -5.274 -6.615 0.432 0.777
C 1.169 0.527 -8.607 -1.419
C -6.736 5.091 -6.379 -0.794
C -7.340 7.180 -7.569 0.575
C -5.002 -7.427 2.690 -1.208
C -0.572 -11.945 -6.222 -0.937
C 2.488 -1.251 -4.633 -1.391
C 6.648 5.029 4.126 -0.522
C 1.758 -0.204 -7.409 -0.208
C -3.433 -5.528 1.773 -1.463
C -3.436 0.660 5.082 0.746
C 11.933 1.867 1.275 -1.600
C -4.228 -14.070 -7.194 -1.633
C 0.023 10.159 5.255 -0.787
C 0.985 3.818 4.061 -0.616
C 4.519 -0.913 0.801 -0.925
C 10.538 2.108 0.762 1.924
C 10.097 1.228 -0.281 -1.196
C 7.266 1.990 -2.578 -0.175
C 8.386 2.750 -3.323 -1.272
C -0.153 9.262 1.619 -0.762
C 5.135 3.331 3.309 -1.895
C -4.184 -6.914 1.528 1.306
C -2.192 -10.378 -5.174 -1.653
C -1.967 6.595 -0.348 -0.358
C -2.204 -5.004 -5.730 0.053
C -0.355 6.872 2.110 -0.325
C -1.353 7.915 0.029 -0.955
C -8.334 1.801 6.503 -0.882
C 10.086 -0.245 -0.082 -1.148
C 3.063 4.093 5.234 -0.791
C 2.359 -4.894 6.136 -0.663
C -7.528 -6.442 -0.780 -1.369
C -6.083 1.417 6.888 -0.677
C -5.039 0.281 7.043 -0.725
C -2.293 1.048 5.914 -1.114
C -3.457 -4.478 -6.445 -1.273
C -1.799 -11.130 -6.478 1.018
C 5.165 3.378 -0.578 0.456
C 1.300 0.636 1.483 0.798
C 5.779 -4.177 7.661 -1.865
C -3.152 -7.916 1.042 -1.712
C -1.079 0.463 1.252 0.884
C 0.405 9.592 3.034 -0.330
C -2.397 8.418 2.125 -0.764
C 2.141 -3.644 5.280 -0.544
C -2.718 -13.251 -9.118 -1.322
C -3.094 3.012 -0.596 1.260
C -7.114 8.014 -8.897 -1.524
C 10.246 -0.476 2.903 -1.699
C 3.832 -5.051 6.552 -1.081
C 1.240 -1.610 -5.401 -0.226
C -3.451 4.401 2.784 0.063
C 0.354 -1.190 0.164 -1.484
C 0.973 6.529 1.433 -0.234
C 3.187 0.359 -3.097 -1.370
C 4.653 5.585 2.791 0.640
C -5.301 8.148 -4.401 -1.643
C -2.276 -0.295 0.750 -1.432
C -2.662 3.621 1.779 1.390
C -6.567 -4.410 0.395 -1.548
C -1.509 -10.225 -7.755 -1.722
C -6.693 5.812 -7.718 -0.914
C -6.651 -6.025 0.509 1.120
C 4.392 7.085 3.159 -1.729
C 1.478 -2.133 7.267 -1.264
C 9.190 0.292 2.228 1.061
C -2.938 -13.509 -7.615 1.262
C -7.507 7.240 -4.144 -1.535
C -0.382 -1.485 -7.081 -1.051
C -4.840 -1.784 3.831 -1.077
C -3.605 -1.556 6.248 -1.005
C 2.643 -1.133 5.354 -1.418
C 7.939 0.270 3.089 -0.991
C 3.667 -4.241 8.993 -1.404
C -5.438 -0.768 4.861 -0.612
C -7.274 -6.594 1.850 -1.323
C 8.899 -0.526 0.874 -0.642
C -2.594 -3.630 -2.562 0.774
C -6.277 7.232 -5.062 1.245
C -1.570 -3.859 -3.685 -0.511
C 7.400 4.116 5.076 -1.108
C -4.309 2.252 -1.046 -1.542
C -1.706 -14.152 -6.983 -1.023
C -5.824 5.836 -5.358 -0.969
C -8.867 7.026 -7.404 -1.318
C 4.320 4.884 5.181 -0.987
C 10.257 3.597 0.403 -1.737
C 0.312 2.496 -0.704 -1.110
C 0.297 0.996 -0.853 0.349
C -0.866 0.165 -4.578 -0.719
C 2.559 -2.447 6.195 1.172
C 4.319 -4.050 7.617 1.172
C -6.238 -6.606 3.035 -0.259
C -0.472 -13.243 -7.113 -0.858
C 0.131 0.608 -5.672 -0.788
C 6.039 2.067 -0.404 -0.597
C 2.687 0.510 0.886 1.130
H 7.928 -0.263 0.429 -0.236
H 8.304 2.621 -4.402 0.426
H 3.258 3.053 5.132 0.167
H 0.551 4.000 3.069 -0.214
H 1.145 -3.415 4.897 0.159
H -2.491 1.855 6.586 0.540
H -0.287 -13.126 -8.167 0.385
H 8.915 -1.576 1.222 0.685
H -2.501 -7.528 0.257 0.337
H 3.681 -0.373 -2.490 0.499
H -2.956 -9.606 -5.237 0.430
H 4.194 -3.651 9.760 0.446
H -0.695 10.130 1.236 0.600
H 4.184 3.162 2.858 0.473
H 7.085 0.802 2.564 -0.213
H 1.338 2.807 -0.672 0.460
H -4.368 8.291 -5.068 0.409
H -8.097 8.186 -4.263 0.358
H -5.899 0.092 4.390 0.427
H -2.155 6.738 -1.422 0.415
H 1.640 -1.066 4.856 -0.378
H -5.754 2.273 6.227 0.338
H -1.079 -1.898 -6.387 0.277
H 2.830 1.179 -2.496 0.145
H 4.599 -0.923 -0.271 0.139
H -4.177 0.615 7.641 0.555
H -6.057 8.076 -9.200 0.411
H -0.797 0.342 2.300 -0.160
H 3.428 7.211 3.683 0.394
H -3.227 -4.332 -7.542 0.334
H 2.932 -2.067 -4.056 0.439
H -7.154 7.216 -3.103 0.460
H -2.232 -9.539 -8.099 0.441
H 9.789 -0.699 -1.001 0.547
H 1.170 8.810 3.319 0.017
H 9.890 -1.485 2.971 0.483
H -2.270 2.325 -0.407 -0.878
H 10.858 3.757 -0.464 0.591
H 0.649 9.101 0.865 0.487
H -9.356 6.495 -8.261 0.389
H 8.366 4.640 5.269 0.449
H -4.061 -4.672 1.949 0.157
H 10.760 1.461 -1.088 0.959
H -5.525 -1.981 3.025 0.413
H -2.126 -6.088 -5.983 0.182
H -2.968 -1.328 7.060 0.427
H 3.331 1.196 1.416 -0.460
H 1.821 7.137 1.678 0.229
H -8.787 1.825 5.523 0.275
H -1.327 1.537 1.079 -0.834
H 2.680 -3.920 9.056 0.323
H -1.493 1.535 5.367 0.027
H 6.244 -3.412 8.255 0.436
H -2.250 8.566 3.212 0.364
H -1.913 -14.541 -5.964 0.342
H -0.487 8.236 -0.500 0.598
H 9.076 1.492 -0.600 -0.323
H 0.829 1.535 -8.421 0.376
H -2.094 -1.361 0.847 0.757
H -4.345 -2.331 6.642 0.375
H -0.598 -12.373 -5.213 0.365
H 6.336 2.220 -3.091 0.309
H 1.796 -1.355 7.941 0.537
H 3.942 0.722 -3.781 0.598
H -4.305 -7.283 3.487 0.467
H -1.475 0.978 -4.131 0.585
H 12.233 1.985 2.316 0.319
H -4.744 1.688 -0.192 0.227
H 7.565 3.097 4.633 0.048
H -2.041 8.762 -0.160 0.578
H 6.672 6.025 4.617 0.370
H 2.341 0.433 -6.757 0.269
H -6.760 -7.156 3.842 0.396
H -1.062 6.084 2.053 -0.439
H -3.147 0.185 4.159 -0.746
H 6.993 3.913 6.055 0.356
H -2.844 6.336 0.222 0.263
H 4.304 7.640 2.223 0.489
H -0.234 2.921 0.157 -0.286
H 0.883 6.371 0.350 0.333
H 0.090 9.226 5.760 0.292
H -0.483 -1.511 -0.483 0.689
H 4.991 4.642 5.972 0.573
H -4.330 -15.102 -7.557 0.418
H -2.983 -1.910 5.387 0.063
H -4.739 5.789 -5.630 0.350
H -4.943 7.515 -3.567 0.442
H 1.034 10.553 5.153 0.358
H -6.291 -3.971 1.389 0.130
H 5.167 -0.098 1.140 0.249
H 1.048 1.079 -5.378 0.579
H -9.307 6.553 -6.508 0.316
H -7.582 -5.588 -1.460 0.355
H -3.166 0.022 1.352 0.234
H 0.440 -1.857 -4.740 -0.025
H 1.058 -2.945 7.868 0.402
H -5.698 9.155 -4.062 0.361
H 5.839 3.252 2.527 0.365
H 1.383 -2.512 -5.958 0.738
H -2.658 -8.257 1.930 0.478
H 7.613 -0.785 3.361 0.433
H 2.220 -1.085 -7.793 0.351
H -0.134 7.064 3.172 0.470
H 12.373 0.912 0.958 0.350
H 1.361 5.560 1.780 -0.474
H 8.229 3.831 -3.133 0.302
H 2.830 -0.118 5.812 0.525
H 7.497 0.969 -2.671 0.314
H -2.657 -5.755 2.516 0.533
H 8.128 0.805 4.055 0.288
H 3.920 -5.277 9.276 0.382
H 1.251 -0.076 2.334 0.537
H -7.532 -4.174 0.041 0.677
H 0.134 -2.278 -7.631 0.457
H -5.971 -5.553 3.390 0.047
H 0.258 -11.327 -6.401 0.576
H -5.574 5.890 -7.951 0.312
H -0.927 -0.842 -7.787 0.288
H -2.355 -11.174 -4.384 0.379
H -5.155 -8.507 2.570 0.416
H -7.777 5.080 -6.023 0.367
H 5.415 2.634 4.122 0.454
H 5.522 5.568 2.075 0.386
H -2.806 3.672 -1.450 0.161
H 0.363 -13.796 -6.750 0.431
H 0.447 0.032 -9.312 0.328
H 0.190 4.202 4.760 0.242
H -7.716 7.524 -9.697 0.395
H 3.312 -1.179 4.525 0.592
H -0.072 2.880 -1.637 0.628
H -0.510 0.527 -1.454 0.285
H -8.510 -6.583 -0.316 0.460
H -3.694 -8.846 0.754 0.456
H 0.332 -1.734 1.072 0.313
H -2.987 -5.248 0.838 0.350
H -5.833 -4.097 -0.353 0.378
H -7.516 -7.613 1.698 0.503
H 0.700 -1.809 6.556 0.056
H 11.003 -0.769 0.238 0.421
H 5.203 7.557 3.685 0.307
H -5.002 2.972 -1.461 0.392
H 1.079 2.737 4.150 0.288
H 4.128 5.960 5.232 0.406
H -9.129 8.121 -7.473 0.432
H 2.009 0.674 -9.290 0.461
H -0.417 -0.307 -3.715 0.020
H 1.775 -4.814 7.062 0.303
H -2.800 2.533 2.105 -0.764
H -1.311 5.774 -0.181 -0.337
H 9.130 3.721 0.292 0.149
H -4.654 -2.791 4.231 0.338
H -5.582 -0.553 7.471 0.507
H 3.822 5.149 2.208 -0.250
H 11.167 -0.677 2.372 0.382
H -4.083 1.474 4.724 0.338
H 5.416 1.340 -0.947 -0.394
H 0.964 1.607 1.860 -0.448
H 2.837 -3.678 4.435 0.364
H 12.564 2.656 0.802 0.493
H -5.134 -13.538 -7.523 0.371
H -8.148 -5.993 2.052 0.484
H -7.483 9.016 -8.816 0.479
H -7.184 -7.470 -1.148 0.350
H -4.078 1.640 -1.918 0.337
H 2.783 0.707 -0.203 -0.980
H 2.078 -5.835 5.661 0.429
H 1.037 10.478 2.832 0.543
H -7.257 5.352 -8.535 0.512
H 6.061 -5.119 8.137 0.437
H -1.346 -4.471 -6.084 0.159
H 3.248 -0.947 -5.340 0.471
H 2.645 4.201 6.231 0.575
H -0.601 -9.680 -7.563 0.459
H -9.103 1.477 7.142 0.296
H -3.149 -12.289 -9.448 0.347
H -1.588 -0.536 -4.993 0.244
H -7.981 2.770 6.743 0.427
H -6.215 -1.266 5.436 0.502
H 10.667 4.236 1.162 0.473
H -3.120 7.610 1.913 0.303
H 3.950 -6.055 7.085 0.479
H 7.094 5.151 3.134 0.529
H 4.868 -1.816 1.206 0.589
H -6.526 4.059 -6.413 0.453
H -8.082 6.368 -4.399 0.391
H 6.157 -4.219 6.654 0.461
H 1.262 -1.420 -0.357 0.391
H -3.340 -13.924 -9.754 0.389
H -1.271 -9.938 -4.918 0.449
H -1.116 -10.817 -8.574 0.443
H 1.157 0.554 -1.329 0.009
H -2.771 9.352 1.767 0.414
H -0.794 -4.373 -3.118 0.194
H 4.553 -5.141 5.735 0.390
H -6.078 1.874 7.865 0.551
H -4.311 -5.121 -6.369 0.376
H 10.548 -0.135 3.863 0.402
H -4.177 -14.006 -6.099 0.446
H -0.535 1.140 -6.429 0.411
H -1.467 -15.047 -7.555 0.418
H -3.920 -1.470 3.355 0.123
H -1.741 0.262 6.456 0.125
H 9.375 2.473 -2.951 0.196
H -1.670 -13.343 -9.312 0.250
H -0.685 10.819 5.776 0.266
H -3.747 -3.547 -6.053 0.303
H -5.763 5.354 -4.373 0.393
H -2.511 -0.020 -0.331 -0.137
```

Summary:
Net charge: +6
E_HOMO, Eh: -0.5653